Entry from OMol25: an isolated ion of composition C3H6BrN2 and charge +1 (the ωB97M-V functional and the def2-TZVPD basis).

Geometry as XYZ:
```
12
C3H6BrN2 (the ωB97M-V functional and the def2-TZVPD basis)
C -0.30 -1.01 -0.93
C 1.35 0.15 0.15
C -1.09 -0.18 0.04
N 0.97 -0.83 -0.82
N 0.01 0.97 0.26
Br -1.51 -1.10 1.60
H -0.56 -1.87 -1.54
H 1.30 -0.36 1.11
H 2.08 0.88 0.05
H -1.91 0.29 -0.42
H -0.22 1.50 1.08
H -0.12 1.56 -0.56
```

Its spin multiplicity is 1. Its HOMO energy is -15.166 eV. Its energy above the lowest of the compared OMol25 structures with the same formula, charge and spin is 26.8 kcal/mol. The net charge is +1. As for the maximum force: 4.289 eV/A. The calculation puts the HOMO-LUMO gap at 11.1 eV. Its total energy is -2801.1276 Ha.

These are the Mulliken partial charges, in e, on atoms 1 to 6: number 1, C, carries -0.131; number 2, C, carries -0.375; number 3, C, carries -0.172; number 4, N, carries -0.327; number 5, N, carries -0.333; number 6, Br, carries 0.067

***

Entry from OMol25: one molecule with the formula CN2O2S (the ωB97M-V functional and the def2-TZVPD basis).

Geometry as XYZ:
```
6
CN2O2S (the ωB97M-V functional and the def2-TZVPD basis)
C -0.11 -0.13 0.82
N 0.58 -0.92 -0.04
N -0.64 0.91 0.05
O 0.80 -0.53 -1.16
O -0.33 0.99 -1.10
S -0.44 -0.46 2.39
```

Its spin multiplicity is 1. Its HOMO energy (spin up / spin down) is -9.164 / -9.065 eV. Its energy above the lowest of the compared OMol25 structures with the same formula, charge and spin is 148.8 kcal/mol. As for the maximum force: 3.083 eV/A. The calculation puts the HOMO-LUMO gap (spin up / spin down) at 6.9 / 6.7 eV. Its total energy is -696.0604 Ha.

Charges obtained by Mulliken population analysis, quoted in units of e: number 1, C, carries 0.306; number 2, N, carries 0.185; number 3, N, carries 0.192; number 4, O, carries -0.208; number 5, O, carries -0.205; number 6, S, carries -0.270

***

Entry from OMol25: C24H43AuCl2F3N3O4Si as an isolated structure (the ωB97M-V functional and the def2-TZVPD basis).

Geometry as XYZ:
```
81
C24H43AuCl2F3N3O4Si (the ωB97M-V functional and the def2-TZVPD basis)
C 0.43 4.38 0.88
C -0.50 3.46 1.60
H 0.07 5.42 0.83
H 0.60 3.99 -0.13
H 1.41 4.40 1.39
C -1.66 3.79 2.20
C -2.22 5.16 2.18
H -2.20 3.05 2.79
H -1.88 5.69 1.28
H -1.92 5.73 3.06
H -3.32 5.12 2.18
Au 1.35 -0.61 -0.79
Cl 0.38 -0.92 -2.82
C -0.51 -2.35 2.10
O -0.58 -1.87 0.97
N -1.45 -3.13 2.68
C -2.64 -3.56 1.96
C -1.34 -3.56 4.06
H 0.37 -2.15 2.76
H -2.56 -3.28 0.91
H -3.55 -3.10 2.39
H -2.76 -4.65 2.06
H -0.40 -3.18 4.47
H -1.36 -4.66 4.12
H -2.18 -3.17 4.66
H 1.77 -6.10 -2.71
H 4.45 -5.53 -3.25
C 1.65 -5.10 -3.14
C 4.03 -4.56 -3.57
N 2.80 -4.26 -2.85
H 0.76 -4.63 -2.70
C 2.80 -3.41 -1.80
O 1.83 -3.25 -1.04
H 4.77 -3.78 -3.36
H 3.75 -2.85 -1.67
H 1.54 -5.19 -4.23
H 3.83 -4.60 -4.65
H -1.92 2.59 -1.24
H -3.71 2.65 0.68
C -2.57 1.84 -1.71
C -4.22 1.84 0.13
N -3.24 1.10 -0.67
H -1.96 1.14 -2.29
C -3.32 -0.28 -0.77
O -3.12 -0.94 -1.78
H -4.70 1.17 0.86
H -3.63 -0.74 0.20
H -3.32 2.34 -2.35
H -5.00 2.29 -0.51
O -0.13 1.55 0.31
C -0.06 1.99 1.55
C -2.05 0.56 2.22
C -0.83 1.10 2.59
H -2.34 0.67 1.18
C -2.89 -0.04 3.16
H 0.98 2.04 1.87
C -0.34 0.87 3.87
H -3.87 -0.40 2.82
C -2.47 -0.15 4.47
C -1.18 0.27 4.82
H 0.67 1.19 4.11
H -3.14 -0.59 5.23
H -0.82 0.13 5.85
Si 2.83 1.48 -3.41
Cl 1.89 2.08 -1.58
C 1.43 1.42 -4.66
C 3.98 0.09 -2.92
C 3.89 2.89 -4.06
H 0.46 1.24 -4.17
H 1.55 0.64 -5.42
H 1.40 2.39 -5.17
H 3.22 3.62 -4.52
H 4.59 2.54 -4.83
H 4.47 3.35 -3.25
H 3.60 -0.52 -2.08
H 4.95 0.50 -2.57
H 4.19 -0.60 -3.76
F 2.18 0.39 1.88
C 2.57 -0.52 0.93
F 3.85 -0.20 0.60
F 2.58 -1.72 1.56
```

Its spin multiplicity is 3. Its HOMO energy (spin up / spin down) is -8.588 / -8.707 eV. Its expectation value of S² is 2.007. As for the maximum force: 2.795 eV/A. The calculation puts the HOMO-LUMO gap (spin up / spin down) at 9.3 / 6.6 eV. Its total energy is -3050.6479 Ha.

These are the Mulliken partial charges, in e, on atoms 1 to 6: number 1, C, carries -1.476; number 2, C, carries -0.110; number 3, H, carries 0.456; number 4, H, carries 0.097; number 5, H, carries 0.310; number 6, C, carries 0.251

***

Entry from OMol25: C5H13O3Sn as an isolated structure (the ωB97M-V functional and the def2-TZVPD basis).

Geometry as XYZ:
```
22
C5H13O3Sn (the ωB97M-V functional and the def2-TZVPD basis)
C 0.31 1.28 0.34
O 0.52 0.42 -0.76
C 1.42 -0.62 -0.52
C 0.81 -1.93 -0.97
O 0.16 -1.76 -2.20
C -0.23 -2.98 -2.79
H -0.17 2.18 -0.10
H 1.26 1.60 0.82
H 1.65 -0.69 0.56
H 2.37 -0.44 -1.06
H 0.10 -2.29 -0.20
H 1.62 -2.68 -1.06
H -0.90 -3.54 -2.13
H -0.76 -2.74 -3.72
H 0.65 -3.61 -3.02
Sn -0.99 0.29 1.71
O -1.67 2.07 2.01
H -2.52 2.23 1.58
C -1.04 3.13 2.74
H -1.81 3.80 3.14
H -0.47 2.69 3.56
H -0.31 3.60 2.07
```

Its spin multiplicity is 1. Its HOMO energy is -12.252 eV. Its energy above the lowest of the compared OMol25 structures with the same formula, charge and spin is 0.0 kcal/mol. The net charge is +1. As for the maximum force: 4.841 eV/A. The calculation puts the HOMO-LUMO gap at 6.8 eV. Its total energy is -637.9388 Ha.

These are the Mulliken partial charges, in e, on atoms 1 to 6: number 1, C, carries -0.975; number 2, O, carries -0.368; number 3, C, carries -0.424; number 4, C, carries -0.408; number 5, O, carries -0.284; number 6, C, carries -0.738

***

Entry from OMol25: one molecule with the formula C8H16O6Si (the ωB97M-V functional and the def2-TZVPD basis).

Geometry as XYZ:
```
31
C8H16O6Si (the ωB97M-V functional and the def2-TZVPD basis)
O -3.20 0.03 0.59
O 1.17 0.30 2.38
O -1.00 -0.34 0.06
O 1.11 1.40 0.35
O 1.47 -1.25 -0.79
O 0.16 0.92 -1.93
C -2.06 0.42 0.47
C 1.39 1.27 1.66
C -1.65 1.82 0.78
C 2.07 2.46 2.25
C 0.56 -3.10 0.63
C -1.87 -0.53 -2.45
C 1.71 -2.13 0.27
C -0.58 0.21 -2.93
Si 0.52 0.14 -0.52
H -1.10 2.28 -0.07
H -0.96 1.80 1.63
H -2.55 2.38 1.06
H 1.49 3.38 2.15
H 3.07 2.51 1.85
H 2.16 2.25 3.30
H -0.06 -3.32 -0.25
H 0.88 -3.98 1.18
H -0.17 -2.62 1.22
H -2.67 -0.06 -1.93
H -1.51 -1.25 -1.67
H -2.32 -1.07 -3.30
H 2.03 -1.43 1.13
H 2.52 -2.74 -0.01
H -0.77 0.83 -3.78
H 0.16 -0.56 -3.33
```

Its spin multiplicity is 1. Its HOMO energy is -10.482 eV. Its energy above the lowest of the compared OMol25 structures with the same formula, charge and spin is 0.0 kcal/mol. As for the maximum force: 3.708 eV/A. The calculation puts the HOMO-LUMO gap at 11.1 eV. Its total energy is -1055.5271 Ha.

These are the Mulliken partial charges, in e, on atoms 1 to 6: number 1, O, carries -0.576; number 2, O, carries -0.562; number 3, O, carries -0.005; number 4, O, carries -0.318; number 5, O, carries -0.404; number 6, O, carries -0.507

***

Entry from OMol25: C4H11ClN3 as an isolated structure (the ωB97M-V functional and the def2-TZVPD basis).

Geometry as XYZ:
```
19
C4H11ClN3 (the ωB97M-V functional and the def2-TZVPD basis)
C -0.99 -0.57 -0.75
C -1.62 -0.17 0.54
C -0.33 1.57 -0.17
C -0.06 0.56 -1.13
N 1.58 -1.71 0.18
N 1.58 -0.39 0.40
N -0.60 0.75 1.01
Cl 3.16 0.30 0.13
H -0.40 -1.49 -0.82
H -1.70 -0.73 -1.61
H -2.45 0.56 0.41
H -1.89 -0.93 1.24
H 0.56 2.18 -0.13
H -1.15 2.24 -0.48
H 0.54 0.58 -2.14
H 2.29 -2.06 -0.49
H 1.82 -2.26 1.14
H -0.79 1.44 1.75
H 0.46 0.15 0.93
```

Its spin multiplicity is 1. Its HOMO energy (spin up / spin down) is -12.360 / -13.101 eV. Its energy above the lowest of the compared OMol25 structures with the same formula, charge and spin is 112.6 kcal/mol. The net charge is +1. As for the maximum force: 4.372 eV/A. The calculation puts the HOMO-LUMO gap (spin up / spin down) at 7.1 / 8.6 eV. Its total energy is -783.0288 Ha.

These are the Mulliken partial charges, in e, on atoms 1 to 6: number 1, C, carries -0.476; number 2, C, carries -0.554; number 3, C, carries -0.640; number 4, C, carries -0.231; number 5, N, carries -0.547; number 6, N, carries -0.176

***

Entry from OMol25: C39H26ClN4O5PSTl as an isolated structure (the ωB97M-V functional and the def2-TZVPD basis).

Geometry as XYZ:
```
78
C39H26ClN4O5PSTl (the ωB97M-V functional and the def2-TZVPD basis)
Tl -1.19 0.42 0.36
Cl 6.23 2.55 1.18
C 4.58 1.99 1.31
C 4.19 1.23 2.42
C 2.90 0.78 2.54
C 1.90 1.06 1.56
O 0.71 0.64 1.74
C 2.34 1.82 0.42
C 1.49 2.12 -0.70
O 0.33 1.76 -0.90
C 3.67 2.28 0.33
H 4.92 1.00 3.18
H 2.60 0.19 3.40
H 1.96 2.74 -1.48
H 3.97 2.84 -0.54
S -3.40 1.55 4.30
C -3.99 0.04 3.74
C -3.42 -0.32 2.56
C -2.48 0.64 2.08
C -2.38 1.71 2.93
C -1.51 2.88 2.73
C -1.14 3.73 3.77
C -0.33 4.81 3.49
C 0.09 5.02 2.18
C -0.32 4.11 1.21
N -1.10 3.07 1.48
H -4.73 -0.50 4.30
H -3.63 -1.26 2.05
H -1.47 3.53 4.79
H -0.03 5.49 4.28
H 0.72 5.85 1.91
H -0.02 4.22 0.18
O -3.95 -3.38 0.46
C -2.84 -3.02 0.06
O -1.98 -2.31 0.69
C -2.33 -3.43 -1.30
C -3.03 -4.31 -2.11
C -2.51 -4.68 -3.33
C -1.28 -4.17 -3.75
C -0.58 -3.28 -2.94
C -1.11 -2.90 -1.71
P -0.26 -1.78 -0.55
C 0.65 -2.79 0.64
C 1.35 -3.91 0.19
C 2.04 -4.71 1.09
C 2.05 -4.39 2.44
C 1.36 -3.28 2.89
C 0.65 -2.48 2.00
C 1.14 -1.16 -1.60
C 2.48 -1.25 -1.28
C 3.45 -0.63 -2.06
C 3.08 0.08 -3.19
C 1.73 0.20 -3.52
C 0.77 -0.40 -2.73
H -3.98 -4.68 -1.75
H -3.05 -5.37 -3.97
H -0.87 -4.46 -4.70
H 0.36 -2.89 -3.29
H 1.35 -4.16 -0.86
H 2.58 -5.58 0.73
H 2.59 -5.01 3.14
H 1.35 -3.03 3.95
H 0.10 -1.63 2.36
H 2.80 -1.79 -0.39
H 4.49 -0.71 -1.78
H 3.83 0.56 -3.80
H 1.41 0.78 -4.38
H -0.27 -0.25 -2.98
N -3.05 3.14 -0.99
C -2.53 2.26 -1.90
O -2.27 1.08 -1.53
C -2.35 2.70 -3.23
C -2.65 4.03 -3.57
N -2.86 5.14 -3.82
C -1.87 1.80 -4.20
N -1.47 1.08 -5.01
H -2.92 2.90 -0.02
H -3.11 4.11 -1.23
```

Its spin multiplicity is 1. Its HOMO energy is -5.417 eV. Its energy above the lowest of the compared OMol25 structures with the same formula, charge and spin is 0.0 kcal/mol. The net charge is -1. As for the maximum force: 0.556 eV/A. The calculation puts the HOMO-LUMO gap at 7.5 eV. Its total energy is -3469.3637 Ha.

These are the Mulliken partial charges, in e, on atoms 1 to 6: number 1, Tl, carries 1.816; number 2, Cl, carries -0.270; number 3, C, carries 0.043; number 4, C, carries -0.568; number 5, C, carries -0.831; number 6, C, carries 0.127

***

Entry from OMol25: C38H56AlN2O27 as an isolated structure (the ωB97M-V functional and the def2-TZVPD basis).

Geometry as XYZ:
```
124
C38H56AlN2O27 (the ωB97M-V functional and the def2-TZVPD basis)
C 2.24 -1.68 6.04
C 1.65 -1.51 4.99
Al 1.00 -1.12 3.11
N 2.41 -0.21 2.16
C -0.56 0.17 3.09
C -1.61 -0.02 4.20
C -2.22 -1.43 4.23
C -3.03 -1.68 2.96
N -3.99 -2.78 3.09
C -4.87 -3.11 2.11
C -5.64 -4.17 2.54
C -5.20 -4.48 3.86
C -4.16 -3.61 4.15
C 0.63 -2.86 2.10
O 1.49 -3.97 2.48
C 2.71 -3.89 1.82
O 3.48 -5.06 2.00
C 3.32 -5.64 3.29
C 3.69 -4.75 4.48
O 4.92 -5.22 5.06
H 2.97 -1.85 6.79
H 2.63 0.58 2.77
H 3.26 -0.77 2.16
H -0.13 1.18 3.17
H -1.04 0.11 2.10
H -2.42 0.72 4.03
H -1.18 0.24 5.18
H -1.43 -2.18 4.38
H -2.90 -1.44 5.09
H -3.63 -0.78 2.78
H -2.38 -1.80 2.10
H -4.97 -2.63 1.15
H -6.44 -4.65 2.00
H -5.61 -5.25 4.50
H -3.60 -3.61 5.07
H -0.40 -3.18 2.29
H 0.69 -2.71 1.00
H 2.56 -3.73 0.74
H 3.27 -3.03 2.24
H 4.02 -6.49 3.32
H 2.32 -6.07 3.45
H 2.88 -4.82 5.21
H 3.84 -3.70 4.22
H 5.40 -4.44 5.35
C 8.47 -3.76 2.02
C 8.35 -5.00 2.87
O 7.86 -4.49 4.11
C 7.24 -3.32 3.85
O 6.57 -2.72 4.64
O 7.46 -2.91 2.58
H 8.28 -3.94 0.97
H 9.44 -3.27 2.13
H 7.62 -5.71 2.47
H 9.30 -5.52 3.01
C 3.42 -7.61 0.27
C 3.64 -7.43 -1.21
O 4.80 -8.23 -1.45
C 4.87 -9.17 -0.47
O 5.63 -10.09 -0.48
O 3.97 -8.91 0.51
H 2.37 -7.58 0.55
H 3.97 -6.88 0.86
H 2.81 -7.82 -1.81
H 3.82 -6.40 -1.49
C 2.37 2.61 -0.69
C 1.14 1.92 -0.17
O 0.13 2.92 -0.35
C 0.54 3.76 -1.32
O -0.14 4.60 -1.82
O 1.83 3.52 -1.66
H 3.08 1.92 -1.16
H 2.89 3.18 0.08
H 0.87 1.04 -0.76
H 1.23 1.63 0.87
C -4.18 3.60 0.65
C -3.24 2.49 0.25
O -3.42 1.54 1.30
C -4.64 1.74 1.85
O -5.14 1.01 2.64
O -5.19 2.89 1.39
H -4.61 4.12 -0.19
H -3.71 4.32 1.31
H -3.52 2.02 -0.70
H -2.20 2.81 0.19
C -3.37 -1.37 -3.43
C -4.26 -2.37 -2.72
O -3.58 -2.57 -1.48
C -2.81 -1.47 -1.25
O -2.25 -1.25 -0.23
O -2.78 -0.66 -2.34
H -3.93 -0.70 -4.07
H -2.59 -1.86 -4.01
H -5.26 -1.97 -2.51
H -4.36 -3.31 -3.26
C -7.17 6.78 -0.54
C -7.13 7.93 0.45
O -6.03 7.58 1.28
C -5.21 6.76 0.58
O -4.13 6.43 0.93
O -5.80 6.37 -0.58
H -7.51 7.08 -1.53
H -7.77 5.94 -0.19
H -6.93 8.89 -0.03
H -8.05 8.01 1.03
C -0.82 6.61 -4.22
C 0.12 5.82 -5.09
O -0.09 6.42 -6.38
C -0.56 7.67 -6.18
O -0.68 8.49 -7.05
O -0.89 7.88 -4.89
H -0.46 6.72 -3.20
H -1.82 6.18 -4.19
H 1.17 5.96 -4.80
H -0.10 4.76 -5.11
C 1.18 6.70 -9.18
C 1.34 6.93 -10.66
O 2.57 6.26 -10.95
C 2.76 5.32 -9.99
O 3.61 4.48 -10.04
O 1.87 5.46 -8.99
H 0.14 6.62 -8.87
H 1.67 7.47 -8.58
H 0.54 6.47 -11.25
H 1.40 7.98 -10.92
```

Its spin multiplicity is 1. Its HOMO energy is -5.081 eV. Its energy above the lowest of the compared OMol25 structures with the same formula, charge and spin is 0.0 kcal/mol. The net charge is -1. As for the maximum force: 1.387 eV/A. The calculation puts the HOMO-LUMO gap at 6.6 eV. Its total energy is -3865.1041 Ha.

These are the Mulliken partial charges, in e, on atoms 1 to 6: number 1, C, carries 0.635; number 2, C, carries -1.118; number 3, Al, carries -0.532; number 4, N, carries -0.490; number 5, C, carries -0.037; number 6, C, carries -1.113